1.
Here is a single CH3Cl2NOS molecule in a non-equilibrium geometry from OMol25. Energies are from the ωB97M-V functional and the def2-TZVPD basis.

```
9
Properties=species:S:1:pos:R:3:forces:R:3:mulliken_charge:R:1
C -1.08693 -0.46558 0.49744 0.06 -1.03 -4.96 -0.44
S -0.25861 0.91672 -0.46588 1.38 -1.93 -1.30 0.60
Cl -2.87861 -0.34449 0.13731 1.14 -0.06 0.17 -0.17
H 1.94367 0.10840 -1.59315 -0.35 0.86 -0.79 0.32
N 1.31828 -0.21424 -0.87858 -1.86 -0.07 1.09 -0.49
Cl 2.37743 -0.23569 0.46981 -0.05 -0.02 0.46 -0.07
H -0.62294 -1.36138 -0.11703 -1.15 1.37 2.01 0.35
H -0.98146 -0.33884 1.51069 0.70 -0.12 2.27 0.36
O 0.18917 1.93509 0.43938 0.13 0.99 1.05 -0.47
```
Positions in Å, forces in eV/Å.

As for the spin multiplicity: 1. The orbital gap comes out at 9.67 eV. The value obtained for the relative energy (zero: lowest compared OMol25 entry of this formula, charge and spin) is 10.5 kcal per mole.

=====

2.
Here is 2 unconnected molecules or ions with the total composition CH3Cl2NOS in a non-equilibrium geometry from OMol25. Energies are from the ωB97M-V functional and the def2-TZVPD basis.

```
9
Properties=species:S:1:pos:R:3:forces:R:3:mulliken_charge:R:1
Cl -0.60210 0.81601 -2.41204 0.40 0.22 -0.33 0.02
H 1.13607 2.06376 -1.49989 -1.83 -1.45 -0.03 0.26
C -0.48091 -0.59188 1.17662 -0.36 1.26 -2.23 -0.39
S 1.08051 -0.57930 0.08947 -0.71 -0.81 -0.29 0.40
H -1.38747 -0.59257 0.49403 1.13 0.32 0.86 0.28
Cl -0.52638 0.66196 2.42435 0.13 -0.07 -0.55 -0.15
O 0.96013 -1.82379 -0.76920 -0.14 1.63 1.07 -0.43
H -0.41272 -1.50458 1.66069 0.05 -1.84 0.90 0.36
N 0.23288 1.55039 -1.16403 1.33 0.72 0.59 -0.35
```
Positions in Å, forces in eV/Å.

As for the spin multiplicity: 1. The orbital gap (alpha / beta) comes out at 7.90 / 8.83 eV. The value obtained for the relative energy (zero: lowest compared OMol25 entry of this formula, charge and spin) is 34.9 kcal per mole.

=====

3.
Here is a single CH3Cl2O2P molecule in a non-equilibrium geometry from OMol25. Energies are from the ωB97M-V functional and the def2-TZVPD basis.

```
9
Properties=species:S:1:pos:R:3:forces:R:3:mulliken_charge:R:1
O -2.89451 -0.60959 0.75652 1.90 2.77 -1.87 -0.37
P -1.86880 0.58658 -0.43925 -0.61 -1.71 5.51 0.94
Cl -2.78280 -2.11510 0.06523 0.02 -0.48 -0.12 -0.01
Cl -2.28384 2.33923 0.53624 0.25 -0.97 -0.44 -0.20
O -2.33697 0.45272 -1.76935 -0.62 0.03 -2.66 -0.51
H 0.57500 1.02418 -0.27024 -1.93 -2.25 0.26 0.32
C -0.16391 0.08736 -0.01013 1.52 3.18 1.19 -0.81
H 0.09637 -0.75670 -0.63773 0.10 -0.23 0.27 0.34
H -0.00275 -0.00646 1.13784 -0.62 -0.33 -2.13 0.30
```
Positions in Å, forces in eV/Å.

As for the spin multiplicity: 1. The orbital gap comes out at 10.20 eV. The SMILES is C[P@](=O)(Cl)OCl. The value obtained for the relative energy (zero: lowest compared OMol25 entry of this formula, charge and spin) is 62.8 kcal per mole.

=====

It is found that the DFT total energy values, taken in the order of the records, are -1488.3632 -1488.3243 -1452.1014 a.u..